Molecular formula: C54H119F6N14O8P
Method: DFT, ωB97M-V/def2-TZVPD

The geometry in XYZ format:
```
202
Properties=species:S:1:pos:R:3:lowdin_charge:R:1
P 0.242 -0.216 -0.490 0.133
F 0.157 0.277 -2.015 -0.175
F 0.184 -0.677 1.094 -0.204
F 1.152 1.029 -0.063 -0.186
F 1.540 -1.074 -0.900 -0.172
F -0.977 0.788 -0.108 -0.202
F -0.697 -1.522 -0.846 -0.193
O -5.556 2.698 2.405 -0.192
O -3.444 -10.032 5.754 -0.239
O -4.299 -5.748 2.918 -0.198
O 6.730 2.964 5.077 -0.197
O 5.648 2.194 -2.154 -0.206
O 5.936 -3.475 -2.245 -0.200
O 5.672 -1.059 4.218 -0.181
O -4.572 7.537 1.424 -0.219
N -2.159 1.800 6.843 -0.061
N -6.397 5.333 1.188 0.107
N 0.713 3.040 -8.698 -0.083
N -5.909 -0.952 -8.461 -0.089
N 0.006 1.368 6.433 -0.118
N 1.238 8.788 -1.360 -0.061
N 0.159 -9.747 -0.853 -0.099
N -3.991 -7.406 5.481 0.054
N 0.191 -7.622 -1.573 -0.047
N -0.010 6.929 -1.553 -0.124
N -4.950 -0.443 -6.519 -0.067
N 6.624 -0.524 -3.276 0.084
N 2.299 1.773 -9.531 -0.083
N 7.329 0.283 6.222 0.098
C 7.520 1.655 6.966 -0.032
C 5.587 -0.277 -2.132 -0.041
C -1.705 0.771 7.667 0.046
C 5.876 4.018 4.756 -0.106
C 4.341 2.525 -2.766 -0.033
C 6.465 0.013 3.783 -0.196
C -5.175 1.406 2.700 -0.101
C -0.867 -9.625 -1.758 0.026
C -3.911 -5.183 1.693 -0.111
C -3.953 8.712 1.487 -0.137
C -4.532 -9.716 6.554 -0.187
C -6.801 3.875 0.832 -0.038
C 1.415 -6.330 -3.318 -0.059
C -0.915 -8.278 -2.113 0.016
C 1.709 3.883 -9.106 0.031
C -0.327 0.527 7.443 0.028
C -3.871 -5.888 5.412 -0.073
C -4.459 -0.580 -5.168 -0.165
C -3.351 3.757 7.374 -0.051
C 7.711 0.276 4.701 -0.021
C 7.044 -3.067 -3.102 -0.179
C 3.549 9.580 -1.015 -0.039
C 6.611 2.770 6.464 -0.214
C -3.345 -11.437 5.343 -0.028
C 5.711 1.033 -1.323 -0.181
C -5.699 2.878 1.047 -0.239
C 1.288 1.449 5.802 -0.003
C -0.165 3.040 -6.516 -0.070
C -3.445 2.337 6.887 -0.188
C 0.530 -11.045 -0.307 0.038
C 2.050 9.836 -0.788 -0.164
C -5.549 0.720 -7.062 0.014
C 0.821 -6.315 -1.895 -0.145
C 0.787 -8.552 -0.787 -0.009
C 1.035 1.754 -9.004 0.025
C 6.575 -1.920 -3.989 -0.063
C -0.476 3.369 -7.965 -0.166
C 0.788 7.656 -0.673 0.057
C 0.837 8.650 -2.688 0.036
C -3.391 -5.459 4.043 -0.174
C 2.772 3.067 -9.457 0.026
C -5.625 -0.641 -4.112 -0.050
C -1.086 2.137 6.083 0.030
C -4.348 -8.144 6.801 -0.014
C 5.952 -4.927 -2.058 -0.075
C 0.048 7.463 -2.839 0.026
C -0.800 5.756 -1.197 0.002
C 4.680 -1.462 3.288 -0.096
C -5.301 7.248 2.601 -0.188
C -5.604 5.754 2.501 -0.044
C -5.990 0.442 -8.350 0.034
C -5.204 -1.453 -7.387 0.032
C 3.132 0.651 -9.923 0.015
C -6.317 -1.662 -9.670 0.025
H -7.404 -1.744 -9.667 0.119
H -7.265 5.846 1.133 0.171
H 4.402 3.244 -3.583 0.091
H 4.633 -0.353 -2.654 0.125
H -4.634 5.268 2.611 0.126
H -7.719 3.782 1.413 0.151
H -4.480 9.515 2.003 0.116
H 7.933 -2.738 -2.563 0.136
H -2.464 -5.977 3.796 0.127
H -6.190 7.874 2.532 0.146
H 1.618 -11.101 -0.268 0.116
H -6.003 1.967 0.530 0.134
H -5.282 -7.695 7.141 0.134
H 1.961 -7.245 -3.548 0.087
H 3.757 9.464 -2.079 0.085
H 4.864 3.908 5.144 0.079
H 5.425 -5.310 -1.184 0.085
H 6.641 0.017 2.707 0.128
H -1.302 2.763 -8.338 0.132
H 0.088 -11.861 -0.880 0.114
H 8.248 1.194 4.462 0.133
H -5.904 5.749 0.411 0.153
H -3.784 0.254 -4.973 0.122
H 0.576 3.758 -6.167 0.081
H 0.432 0.875 -8.831 0.169
H -6.252 -1.527 -4.213 0.088
H -0.005 -11.078 0.643 0.111
H -4.771 7.418 3.538 0.145
H 3.714 2.881 -1.949 0.089
H -0.507 7.035 -3.660 0.129
H -5.175 1.157 3.761 0.092
H -3.118 -5.668 6.168 0.143
H -3.958 -1.533 -4.997 0.125
H 5.592 -2.005 -4.452 0.136
H 1.982 1.549 6.635 0.105
H 5.587 2.512 6.732 0.125
H -2.308 0.288 8.422 0.143
H 0.169 2.014 -6.357 0.079
H 4.168 10.420 -0.701 0.096
H 3.882 0.922 -10.667 0.117
H -2.853 -5.205 1.429 0.091
H 7.406 -3.885 -3.725 0.137
H 8.424 -0.546 4.764 0.133
H -2.475 -11.594 4.705 0.087
H 1.019 7.383 0.346 0.160
H -0.680 4.437 -8.041 0.140
H -4.709 3.124 0.663 0.139
H 3.844 8.774 -0.343 0.080
H 6.502 -0.259 6.427 0.163
H 0.610 -6.296 -4.053 0.078
H 7.547 -0.540 -2.865 0.162
H 6.906 -5.441 -1.940 0.095
H 1.099 9.337 -3.480 0.143
H 4.171 -0.733 2.657 0.087
H 5.704 3.926 3.683 0.098
H -5.215 -0.609 -3.103 0.074
H 3.983 1.590 -3.198 0.068
H 2.542 -0.132 -10.399 0.110
H -3.251 -4.379 4.092 0.130
H -4.877 -2.481 -7.342 0.168
H 7.395 1.466 8.032 0.143
H 5.555 -5.381 -2.966 0.088
H 1.636 10.743 -1.229 0.145
H -1.017 2.903 5.325 0.164
H -4.221 4.323 7.040 0.089
H 1.523 -5.993 -1.125 0.127
H -3.808 2.535 5.878 0.126
H -4.869 -5.500 5.617 0.147
H 6.596 1.076 -0.688 0.129
H -1.466 -10.517 -1.873 0.147
H -6.218 5.529 3.373 0.138
H -5.981 -1.074 -10.524 0.110
H 2.017 -5.427 -3.420 0.079
H -3.529 -8.035 7.511 0.135
H -3.350 3.813 8.463 0.100
H -6.176 0.299 -4.090 0.070
H 8.562 1.950 6.847 0.145
H 8.028 -0.362 6.563 0.161
H -0.122 4.926 -1.397 0.105
H 1.669 4.958 -9.007 0.148
H 1.513 0.497 5.320 0.107
H -1.692 5.711 -1.821 0.099
H -7.065 3.911 -0.225 0.140
H -5.794 -2.607 -9.820 0.110
H 5.896 -1.164 -1.578 0.119
H 6.247 4.952 5.178 0.111
H 0.425 -0.143 7.833 0.147
H 5.841 0.900 3.899 0.109
H 1.698 -8.374 -0.237 0.166
H -6.497 1.017 -9.110 0.148
H 0.006 -5.602 -2.023 0.121
H -4.395 -10.297 7.466 0.142
H 7.252 -1.950 -4.843 0.139
H -1.161 5.762 -0.168 0.098
H 3.597 0.180 -9.057 0.103
H -3.170 -7.840 5.084 0.152
H -4.184 1.315 2.256 0.099
H -3.657 8.875 0.451 0.106
H -5.885 0.687 2.291 0.100
H -5.558 1.622 -6.468 0.131
H 6.644 0.193 -3.987 0.167
H -4.441 -4.232 1.632 0.093
H -0.998 3.217 -5.835 0.077
H 1.510 2.281 5.133 0.107
H 1.845 9.766 0.281 0.130
H 3.780 3.230 -9.807 0.148
H -4.650 -7.672 4.763 0.167
H -3.198 -12.128 6.172 0.102
H -4.458 -5.792 0.973 0.094
H -4.235 -11.668 4.758 0.096
H -2.505 4.305 6.960 0.082
H 4.917 1.151 -0.587 0.127
H -3.082 8.442 2.085 0.094
H 3.934 -2.066 3.803 0.094
H -1.566 -7.647 -2.699 0.134
H 6.949 3.679 6.963 0.148
H -4.031 1.688 7.538 0.149
H 5.098 -2.124 2.530 0.088
H -5.477 -9.963 6.072 0.132
```

- total energy (eV) = -120677.1948
- 2S+1 = 1
- energy relative to the best compared isomer or geometry (same formula, charge and spin) (eV) = 0.000
- total charge = +8
- HOMO level (eV) = -20.762
- LUMO energy (eV) = -11.975